# 1
{"formula": "C32H25NO6", "method": "the ωB97M-V functional and the def2-TZVPD basis", "symbols": ["C", "C", "C", "O", "C", "O", "C", "C", "C", "C", "C", "C", "N", "O", "O", "C", "C", "C", "O", "O", "H", "H", "H", "H", "H", "H", "H", "H", "H", "H", "H", "H", "C", "C", "C", "C", "C", "C", "C", "C", "C", "C", "C", "C", "C", "C", "C", "C", "C", "C", "C", "H", "H", "H", "H", "H", "H", "H", "H", "H", "H", "H", "H", "H"], "positions_angstrom": [[0.69827, -3.31025, 1.96234], [0.48406, -3.90846, 0.58808], [0.61519, -5.41375, 0.53967], [-0.84192, -3.61306, 0.11489], [-1.15361, -2.29734, -0.02805], [-2.29113, -1.95390, 0.22164], [-0.06532, -1.37173, -0.59837], [-0.04650, 0.03067, 0.10715], [-0.17608, 0.08218, 1.60402], [0.94595, 0.39974, 2.40801], [0.78839, 0.79404, 3.72719], [-0.51884, 0.87091, 4.25806], [-0.75678, 1.58550, 5.46551], [-1.95030, 1.73744, 5.82628], [0.20610, 2.05250, 6.11289], [-1.63805, 0.45777, 3.50978], [-1.46315, 0.10685, 2.18141], [1.33149, -1.97826, -0.37990], [2.33629, -1.31363, -0.21252], [1.39198, -3.35052, -0.40118], [0.56723, -2.22134, 1.95429], [-0.02958, -3.72572, 2.66391], [1.71004, -3.54682, 2.31170], [0.56618, -5.73828, -0.50780], [1.57566, -5.71786, 0.96227], [-0.18779, -5.87627, 1.12188], [0.87430, 0.53274, -0.22058], [-0.88136, 0.62208, -0.29311], [1.93951, 0.36001, 1.95184], [1.63421, 1.10088, 4.34136], [-2.62413, 0.49794, 3.96513], [-2.33033, -0.12102, 1.55982], [-0.28424, -1.23775, -2.09231], [-1.30381, -0.11465, -2.31678], [-2.57924, -0.21674, -1.74533], [-3.33202, 0.92178, -1.45020], [-2.88162, 2.17319, -1.86631], [-1.72447, 2.25155, -2.64063], [-0.96737, 1.10979, -2.91241], [1.08012, -1.02746, -2.76019], [1.46900, -2.21306, -3.41836], [2.71132, -2.33580, -4.03229], [3.55631, -1.22218, -4.01748], [3.15053, -0.01811, -3.42065], [1.90853, 0.07941, -2.76019], [0.35856, -3.16090, -3.40386], [-0.73363, -2.58070, -2.71865], [-2.00641, -3.04999, -2.98990], [-2.16050, -4.21074, -3.77135], [-1.05373, -4.86162, -4.33169], [0.22668, -4.32430, -4.15394], [-3.00145, -1.17108, -1.46615], [-4.25860, 0.78555, -0.88807], [-3.46869, 3.05682, -1.62574], [-1.40228, 3.21968, -3.02680], [-0.10103, 1.18178, -3.57073], [2.98130, -3.29912, -4.46679], [4.53889, -1.29505, -4.47510], [3.79522, 0.86177, -3.45358], [1.61127, 1.00274, -2.25705], [-2.89880, -2.53930, -2.63669], [-3.17061, -4.58158, -3.95128], [-1.18969, -5.76353, -4.92413], [1.12177, -4.76788, -4.58253]], "forces_ev_per_a": [[0.17, 0.03, 0.12], [-0.26, -0.10, -1.06], [0.20, 0.04, -0.22], [0.03, 0.41, 0.46], [-1.23, -0.26, 0.60], [1.58, -0.52, 0.00], [0.52, 0.11, 2.51], [-0.31, -0.09, -0.58], [0.08, 0.88, 0.74], [-0.42, -0.43, -0.45], [-0.74, 0.16, 0.46], [0.39, -0.50, -1.90], [-0.81, 1.34, 3.08], [2.29, -0.30, -0.65], [-1.58, -0.97, -1.38], [0.55, 0.30, 0.31], [0.43, -0.26, -0.09], [1.70, 0.36, 0.54], [-1.56, -1.17, -0.19], [-0.02, 0.38, 0.95], [0.09, -0.27, 0.07], [0.07, -0.01, -0.13], [-0.20, 0.12, -0.08], [-0.08, 0.03, 0.31], [-0.08, 0.07, -0.07], [0.11, 0.14, -0.16], [-0.24, -0.25, 0.23], [0.33, -0.25, 0.28], [-0.32, 0.07, 0.19], [-0.27, -0.03, -0.20], [0.25, 0.09, -0.16], [0.31, 0.08, 0.23], [-0.77, 0.08, -2.26], [-0.38, 0.27, -0.56], [-0.43, 0.48, -0.09], [0.17, -0.33, -0.45], [-0.05, -0.15, 0.12], [-0.22, 0.05, -0.19], [0.02, 0.00, 0.31], [-0.14, -0.43, -0.68], [0.31, 0.43, 0.31], [-0.20, 0.29, 0.43], [-0.18, 0.06, 0.08], [-0.39, -0.17, 0.20], [0.63, -0.04, -0.25], [-0.63, -0.06, 0.05], [0.59, 0.34, -1.37], [-0.17, -0.67, 0.08], [0.22, 0.16, 0.04], [0.02, 0.22, 0.39], [-0.28, 0.11, 0.34], [0.27, 0.50, 0.07], [0.20, 0.22, -0.29], [0.25, -0.07, -0.06], [-0.10, -0.30, -0.01], [-0.18, 0.05, 0.44], [0.16, 0.41, -0.06], [-0.14, 0.10, 0.03], [-0.10, -0.34, 0.02], [0.27, -0.32, -0.22], [0.26, -0.32, -0.07], [0.32, 0.05, -0.01], [-0.01, 0.17, 0.11], [-0.29, -0.01, -0.21]], "mulliken_charge": [-0.5118, 1.2783, -1.7996, -0.3083, -0.2771, -0.5399, 2.8716, -0.2223, -1.1104, 0.3334, -0.8893, -0.0924, 0.9534, -0.5919, -0.5970, -0.8532, -0.1269, -0.0827, -0.5280, -0.3519, -0.4265, 0.4008, 0.4376, 0.4255, 0.3780, 0.3536, 0.7666, -0.0264, 0.4538, 0.4700, 0.4726, 0.2770, 2.9913, 0.1118, -0.4689, -0.9142, -0.6806, -0.8566, -0.1084, -1.0895, 0.2774, -0.5318, -0.9383, -1.3694, 0.4105, 0.0849, -0.0475, 0.0229, -1.0330, -0.8120, -1.0501, 0.2480, 0.4290, 0.4047, 0.4170, 0.6972, 0.4072, 0.4156, 0.3954, 0.5074, 0.2702, 0.4497, 0.4133, 0.4102], "e_lumo_ha": -0.031, "largest_force_ha_per_bohr": 0.0672, "spin_multiplicity": 1, "relative_energy_kj_mol": 0.0, "charge": 0, "gap_ev": 7.62, "smiles": "CC1(C)OC(=O)C(Cc2ccc([N+](=O)[O-])cc2)(C2(c3ccccc3)c3ccccc3-c3ccccc32)C(=O)O1"}

=====

# 2
{"formula": "B4F16Zn", "method": "the ωB97M-V functional and the def2-TZVPD basis", "symbols": ["Zn", "B", "F", "F", "F", "F", "B", "F", "F", "F", "F", "B", "F", "F", "F", "F", "B", "F", "F", "F", "F"], "positions_angstrom": [[0.00452, 0.04945, 0.09127], [0.46937, -2.35290, -1.27462], [0.60229, -2.08009, 0.12505], [-0.48918, -3.32145, -1.51221], [0.04503, -1.08351, -1.78632], [1.70120, -2.71530, -1.79550], [0.12305, 0.91606, 2.65579], [-0.98442, 0.82798, 3.46411], [-0.18693, 1.63546, 1.42704], [1.16198, 1.53291, 3.33024], [0.48557, -0.35863, 2.12588], [2.10238, 1.52876, -1.16616], [0.74576, 1.87509, -1.39716], [1.98507, 0.36127, -0.31533], [2.75081, 1.17639, -2.33678], [2.78064, 2.54430, -0.51225], [-2.73830, -0.11578, -0.23336], [-3.40585, -0.78378, -1.22626], [-3.52202, 0.58013, 0.66161], [-1.86315, -1.04442, 0.45878], [-1.76783, 0.82806, -0.78382]], "forces_ev_per_a": [[-0.15, -0.36, -0.63], [0.14, -0.09, 0.06], [0.06, -0.17, 0.11], [0.04, 0.00, 0.02], [-0.06, 0.13, -0.16], [-0.05, -0.02, -0.10], [0.03, 0.41, 0.17], [-0.19, -0.08, -0.02], [-0.04, 0.13, 0.25], [0.07, -0.16, -0.22], [0.16, -0.12, 0.36], [-0.19, 0.23, -0.37], [0.16, 0.04, 0.02], [0.25, -0.08, 0.34], [-0.01, 0.00, -0.02], [-0.03, -0.07, 0.10], [0.86, 0.08, 0.20], [-0.30, 0.22, 0.02], [-0.32, -0.28, -0.14], [-0.24, 0.37, 0.07], [-0.20, -0.19, -0.06]], "mulliken_charge": [2.6132, 0.5882, -0.3526, -0.3775, -0.5105, -0.3788, 0.4075, -0.3734, -0.5175, -0.3703, -0.3667, 0.5642, -0.4041, -0.5540, -0.3767, -0.3705, 0.4634, -0.3697, -0.3709, -0.4983, -0.4450], "e_lumo_ha": 0.207, "largest_force_ha_per_bohr": 0.0172, "spin_multiplicity": 1, "relative_energy_kj_mol": 0.0, "charge": -2, "gap_ev": 12.23}

=====

# 3
{"formula": "C31H38N6O4Sn", "method": "the ωB97M-V functional and the def2-TZVPD basis", "symbols": ["Sn", "C", "C", "C", "C", "C", "C", "C", "C", "N", "C", "O", "C", "C", "C", "C", "C", "N", "C", "O", "N", "C", "C", "C", "C", "C", "C", "C", "C", "H", "H", "H", "H", "H", "H", "H", "H", "H", "H", "H", "H", "H", "H", "H", "H", "H", "H", "H", "H", "H", "C", "N", "C", "C", "O", "N", "C", "N", "H", "H", "H", "H", "H", "H", "H", "C", "C", "O", "C", "C", "H", "H", "H", "H", "H", "H", "H", "H", "H", "H"], "positions_angstrom": [[0.71339, -0.06512, 0.65162], [1.82055, 3.07031, -0.51661], [0.38801, 3.42172, -0.84601], [0.09378, 4.26487, -1.91477], [-1.21617, 4.62821, -2.20419], [-2.24471, 4.14516, -1.40755], [-1.98536, 3.29299, -0.33578], [-3.13023, 2.78300, 0.50385], [-0.65794, 2.92402, -0.05842], [-0.38315, 1.97525, 0.96247], [-0.68526, 2.31584, 2.23769], [-0.98325, 3.41473, 2.69945], [-0.73958, 1.11183, 3.15635], [-1.17324, 1.14187, 4.46501], [-1.37606, -0.07825, 5.11069], [-1.19835, -1.28049, 4.42876], [-0.75773, -1.21688, 3.12281], [-0.50225, -0.04679, 2.55729], [-0.71296, -2.39296, 2.16726], [-0.95599, -3.51281, 2.60908], [-0.47500, -2.00950, 0.88936], [-0.76180, -2.93631, -0.14992], [0.26802, -3.42862, -0.96010], [1.71285, -3.08580, -0.66657], [-0.04933, -4.27386, -2.02247], [-1.36400, -4.63317, -2.28258], [-2.37629, -4.13769, -1.47051], [-2.09513, -3.28770, -0.40586], [-3.21897, -2.75998, 0.45017], [2.50761, 3.74834, -1.02341], [2.07603, 2.05446, -0.82241], [1.99780, 3.13810, 0.55946], [0.91111, 4.65583, -2.51443], [-1.43041, 5.29813, -3.02987], [-3.27330, 4.43204, -1.61598], [-4.07524, 2.86844, -0.03621], [-3.20777, 3.35710, 1.42871], [-2.98814, 1.73798, 0.80662], [-1.36676, 2.09802, 4.93375], [-1.71878, -0.09026, 6.13881], [-1.41053, -2.24751, 4.86583], [1.89512, -3.06132, 0.40977], [2.00157, -2.10877, -1.06632], [2.37919, -3.82932, -1.10823], [0.75509, -4.66848, -2.63728], [-1.59748, -5.30122, -3.10387], [-3.40991, -4.41295, -1.66336], [-4.15518, -2.75310, -0.10824], [-3.01220, -1.74480, 0.79831], [-3.35192, -3.38363, 1.33876], [-2.40530, 0.23422, -4.60636], [-1.29260, 0.27065, -3.67428], [0.08496, -0.04439, -4.01407], [0.75880, 0.00390, -2.63940], [1.94936, -0.13892, -2.46354], [-0.22602, 0.23797, -1.67110], [-1.37893, 0.37227, -2.34336], [-2.53827, 0.57759, -1.71599], [-2.03618, 0.48055, -5.59718], [-3.15477, 0.98242, -4.34500], [-2.87966, -0.74897, -4.64314], [0.52325, 0.68839, -4.69109], [0.18660, -1.04264, -4.44739], [-2.48307, 0.85243, -0.74796], [-3.35315, 0.85709, -2.22732], [3.97792, 2.15130, 2.23591], [4.35178, 1.01267, 1.31790], [3.87805, -0.18653, 1.89784], [4.36461, -1.36139, 1.28243], [4.02546, -2.52804, 2.18091], [4.26805, 3.11001, 1.79441], [4.47778, 2.04316, 3.20151], [2.89921, 2.16448, 2.41069], [5.43586, 0.96219, 1.19086], [3.91001, 1.14626, 0.32374], [5.44740, -1.28583, 1.14584], [3.91443, -1.47616, 0.29046], [4.56750, -2.44851, 3.12651], [4.29125, -3.47301, 1.70038], [2.95588, -2.54406, 2.40681]], "forces_ev_per_a": [[-0.12, 0.22, -0.26], [-0.19, 0.14, 0.02], [0.15, 0.05, -0.02], [0.00, -0.02, 0.04], [0.03, -0.06, 0.09], [0.02, -0.02, -0.03], [0.04, 0.06, 0.05], [0.09, 0.09, -0.02], [0.04, -0.01, 0.06], [-0.32, 0.07, 0.16], [0.02, 0.11, -0.09], [0.04, -0.16, -0.24], [0.07, -0.09, -0.20], [-0.07, -0.10, 0.25], [0.00, 0.03, -0.05], [-0.02, 0.07, 0.22], [0.03, 0.07, -0.24], [0.04, 0.03, 0.03], [-0.02, -0.22, -0.04], [-0.01, 0.22, -0.28], [-0.11, -0.02, 0.19], [0.11, 0.09, 0.01], [0.22, -0.04, 0.01], [-0.14, -0.08, 0.01], [0.02, 0.04, 0.03], [0.00, 0.09, 0.09], [0.02, -0.02, -0.09], [-0.11, 0.07, 0.03], [0.10, -0.06, 0.00], [-0.01, 0.00, -0.02], [-0.03, -0.05, -0.09], [-0.05, 0.03, -0.11], [-0.07, -0.03, 0.04], [0.02, -0.06, 0.05], [0.11, -0.03, 0.03], [0.02, -0.01, 0.02], [0.00, -0.03, 0.02], [-0.03, 0.11, 0.09], [-0.01, -0.08, -0.01], [0.02, 0.00, -0.05], [0.00, 0.07, 0.00], [-0.04, -0.06, -0.06], [-0.05, -0.08, -0.04], [-0.04, 0.03, -0.01], [-0.07, 0.03, 0.05], [0.01, 0.04, 0.04], [0.09, 0.02, 0.01], [0.00, -0.02, 0.01], [0.00, -0.03, -0.05], [0.03, 0.04, -0.03], [0.13, -0.01, 0.18], [0.08, -0.03, -0.23], [-0.17, 0.00, 0.11], [-0.14, 0.04, 0.12], [-0.48, 0.09, 0.17], [0.48, -0.32, -0.61], [-0.02, 0.00, 0.47], [0.20, -0.22, 0.04], [0.04, 0.03, -0.05], [0.05, 0.01, 0.00], [0.02, -0.02, 0.04], [0.01, 0.04, 0.01], [0.00, 0.00, 0.04], [-0.01, -0.04, -0.05], [-0.07, 0.03, -0.04], [0.03, 0.15, 0.05], [-0.20, -0.09, 0.02], [0.17, 0.06, 0.29], [-0.14, 0.05, 0.05], [0.01, -0.09, 0.05], [-0.04, -0.10, 0.07], [-0.05, 0.01, -0.08], [0.05, 0.00, -0.01], [0.16, -0.03, -0.01], [-0.03, -0.01, -0.08], [0.12, 0.01, -0.02], [-0.04, -0.01, -0.09], [-0.05, -0.02, -0.08], [-0.02, 0.05, 0.05], [0.06, 0.00, -0.04]], "mulliken_charge": [0.1043, -0.9157, 1.0453, -0.9363, -0.9534, -1.0360, 1.2739, -1.6845, -0.1381, 0.7250, -0.0441, -0.7320, 0.2087, -0.7998, -0.3743, -0.8169, 0.2299, 0.6033, -0.0605, -0.7325, 0.6190, -0.3533, 1.2184, -0.9924, -0.9815, -0.8425, -0.9140, 1.2552, -1.6498, 0.5135, -0.0423, 0.1087, 0.4293, 0.4275, 0.4324, 0.4026, 0.4005, 0.3000, 0.5579, 0.4306, 0.5611, 0.0193, 0.0246, 0.5692, 0.4262, 0.4388, 0.4208, 0.4905, 0.0665, 0.3551, -1.1142, 0.1873, -0.5006, -0.1137, -0.6138, 1.1712, -0.4985, -0.0547, 0.3688, 0.3707, 0.2954, 0.3738, 0.3529, -0.3721, 0.2816, -1.0212, -0.0003, -0.3792, 0.0217, -1.1404, 0.3782, 0.3956, -0.0254, 0.4938, 0.0978, 0.4603, 0.1001, 0.3886, 0.3828, 0.0555], "e_lumo_ha": 0.005, "largest_force_ha_per_bohr": 0.0163, "spin_multiplicity": 1, "charge": 0, "gap_ev": 8.07}